Record 1
A structure of composition C44H29BaN7O8SeTe at a distorted geometry, computed with ωB97M-V with the def2-TZVPD basis set.

Geometry as XYZ:
```
91
Properties=species:S:1:pos:R:3:forces:R:3:lowdin_charge:R:1
Ba -0.3746 -0.6503 0.0879 -3.4 2.8 1.8 1.951
O 1.5810 0.8826 -4.1956 0.2 -0.3 -0.1 0.078
C 1.1033 0.4292 -2.9984 -0.4 1.4 -0.1 -0.539
O -0.0718 0.5665 -2.7164 0.1 -0.2 0.1 0.025
C 2.2038 0.3067 -1.9907 0.6 -0.1 -0.3 -0.207
C 3.5349 0.1350 -2.3502 -0.2 0.0 -0.1 0.000
C 4.4861 0.0854 -1.3440 0.0 0.0 0.1 -0.050
C 4.0848 0.2368 -0.0275 0.0 -0.1 -0.1 0.012
C 2.7277 0.3636 0.2292 0.2 0.3 0.1 -0.181
N 1.8164 0.3932 -0.7322 0.9 0.4 -0.6 0.018
C 2.1607 0.5971 1.6036 0.9 0.6 1.3 -0.770
O 2.8039 1.3381 2.3489 0.8 -0.7 -0.6 -0.083
O 1.0418 0.0665 1.8382 0.9 -0.2 0.5 -0.483
H 0.8172 0.9402 -4.7832 -0.1 0.0 0.1 0.118
H 3.7959 0.0244 -3.3906 0.0 0.0 -0.1 0.113
H 5.5318 -0.0540 -1.5865 0.0 0.0 0.0 0.100
H 4.7785 0.2524 0.7999 0.0 0.0 0.0 0.117
Se -7.8636 2.4630 -3.1003 0.4 -0.1 0.2 1.043
N -6.9866 0.9100 -3.2091 0.4 -0.1 0.2 -0.246
C -5.9024 1.0150 -2.4640 -1.0 0.1 -0.6 -0.337
C -4.9408 -0.0408 -2.2996 0.8 -0.6 0.3 -0.090
C -5.0582 -1.2655 -2.9638 0.0 0.2 0.1 -0.005
C -4.1051 -2.2320 -2.7579 0.1 0.0 0.0 -0.029
C -3.0649 -1.9592 -1.8645 -0.2 -0.3 -0.2 -0.105
N -2.9406 -0.8217 -1.2210 -0.3 0.5 -0.1 0.053
C -3.8359 0.1509 -1.4357 -0.6 -0.7 -0.7 -0.133
C -3.6400 1.4270 -0.7692 -0.3 1.3 0.4 -0.144
N -2.5596 1.5852 0.0062 -0.1 -0.5 -0.5 0.092
C -2.3306 2.7570 0.5572 0.3 0.5 0.3 -0.121
C -3.1829 3.8598 0.4208 -0.2 -0.1 -0.2 -0.022
C -4.3152 3.7115 -0.3405 0.0 -0.1 0.0 -0.006
C -4.5608 2.4837 -0.9675 0.8 -0.3 0.5 -0.097
C -5.7135 2.2711 -1.7986 -0.9 0.7 -0.3 -0.336
N -6.6464 3.1826 -2.0058 0.3 -0.3 0.1 -0.242
H -5.8956 -1.4185 -3.6311 0.0 0.0 0.0 0.110
H -4.1503 -3.1850 -3.2651 0.0 0.0 0.0 0.105
H -2.3046 -2.7006 -1.6610 0.1 -0.1 0.0 0.093
H -1.4274 2.8359 1.1604 0.0 -0.1 0.1 0.010
H -2.9485 4.7967 0.9068 0.1 -0.1 0.1 0.113
H -5.0243 4.5167 -0.4819 0.0 0.0 0.0 0.109
C -1.4881 7.5565 6.6567 0.0 -0.1 -0.1 -0.086
C -1.1108 6.3519 5.8343 0.0 0.2 0.0 -0.315
C 0.2065 6.1036 5.4763 -0.1 0.0 0.0 -0.052
C 0.5583 4.9674 4.7603 0.1 0.0 0.0 -0.345
C 1.9915 4.7447 4.3758 0.1 0.1 0.1 -0.139
C -0.4178 4.0263 4.3883 -0.1 -0.4 -0.3 -0.540
Te 0.1950 2.2128 3.4065 -0.8 0.7 0.5 0.970
C -1.7577 4.3031 4.7043 0.0 0.2 0.1 -0.338
C -2.8761 3.3789 4.3066 -0.1 0.1 0.0 -0.122
C -2.0806 5.4512 5.4194 0.0 0.0 0.0 -0.059
H -0.6186 8.1869 6.8440 0.0 0.1 0.0 0.059
H -1.8992 7.2429 7.6196 0.0 0.1 0.1 0.066
H -2.2477 8.1560 6.1497 0.0 0.1 0.0 0.064
H 0.9779 6.8114 5.7662 0.1 0.0 0.0 0.095
H 2.6295 5.5585 4.7297 0.0 0.1 0.1 0.057
H 2.0811 4.6700 3.2909 0.1 -0.1 0.0 0.056
H 2.3527 3.7976 4.7787 0.0 0.0 -0.1 0.049
H -2.5551 2.6957 3.5229 0.1 -0.1 0.1 -0.019
H -3.7377 3.9482 3.9478 -0.1 0.1 0.1 0.062
H -3.1978 2.7776 5.1600 0.0 -0.1 0.0 0.074
H -3.1206 5.6447 5.6690 -0.1 0.0 0.0 0.104
N 2.7974 -10.2628 0.8913 0.0 0.0 0.0 0.119
C 2.2911 -9.2284 0.9260 0.3 -0.6 0.0 -0.222
C 1.6839 -7.9535 0.9856 -0.4 0.6 0.0 -0.261
C 1.9982 -6.9716 0.0376 0.0 -0.2 0.0 -0.034
C 1.4251 -5.7251 0.1214 0.0 -0.1 0.0 -0.037
C 0.4959 -5.4174 1.1328 0.2 0.1 -0.1 -0.261
C 0.1785 -6.4160 2.0667 -0.1 0.0 0.0 -0.027
C 0.7618 -7.6612 1.9976 0.1 -0.1 -0.1 -0.039
C -0.0782 -4.1242 1.1638 0.1 -0.5 0.1 -0.225
C -0.5458 -2.9929 1.1154 -0.5 -1.2 0.7 -0.230
H 2.6875 -7.2069 -0.7638 0.1 0.0 0.0 0.114
H 1.6722 -4.9584 -0.5999 0.0 0.0 0.0 0.112
H -0.5401 -6.1943 2.8427 0.0 0.0 0.0 0.114
H 0.5110 -8.4323 2.7156 0.0 0.0 0.0 0.111
O 1.2782 -1.5770 -3.4997 -0.1 -0.7 -0.1 0.024
C 0.6856 -2.3240 -2.6869 0.4 -0.2 -0.8 -0.544
O 0.2598 -2.0053 -1.5616 0.9 -2.1 -2.5 -0.352
C 0.4974 -3.7595 -3.1431 0.0 0.0 0.0 -0.089
C 1.1388 -4.1996 -4.2967 -0.1 0.0 0.1 -0.001
C 1.0142 -5.5170 -4.7112 0.0 0.1 0.0 -0.065
C 0.2347 -6.3972 -3.9883 -0.3 -0.3 0.3 -0.006
C -0.4187 -5.9534 -2.8396 0.9 1.0 -0.9 -0.151
C -0.2817 -4.6376 -2.4055 -0.3 -0.3 0.1 0.049
N -1.2422 -6.8720 -2.1111 -0.9 -1.0 0.8 -0.343
O -1.3366 -8.0223 -2.5350 0.1 0.4 0.1 0.046
O -1.8256 -6.4748 -1.1159 0.3 0.0 -0.4 0.090
H 1.7368 -3.4902 -4.8493 0.0 0.1 0.0 0.116
H 1.5280 -5.8570 -5.6002 0.0 0.0 0.0 0.100
H 0.1142 -7.4268 -4.2876 0.0 0.0 0.0 0.111
H -0.7650 -4.3133 -1.4921 0.1 0.1 0.1 0.103
```
Forces are in eV/Å.

The value obtained for the strongest force on any atom is 0.09228 Eh/bohr. The value obtained for the LUMO energy is 2.443 eV. The net charge is -2. The gap between HOMO and LUMO comes out at 2.9 eV. For the HOMO energy, the calculation gives -0.427 eV.



Record 2
A structure of composition C44H30Cl7F6N3O5SSbSc at a distorted geometry, computed with ωB97M-V with the def2-TZVPD basis set.

Geometry as XYZ:
```
98
Properties=species:S:1:pos:R:3:forces:R:3:lowdin_charge:R:1
Sc 0.2246 0.0618 0.2034 1.1 0.1 -0.3 0.716
Cl -3.9029 2.4775 1.1360 0.1 0.0 -0.1 0.741
C -2.4051 3.2368 0.7048 -0.3 0.4 0.0 -0.565
C -2.3065 4.6450 0.7659 -0.2 -0.2 0.1 -0.114
C -1.1329 5.2673 0.4857 0.2 0.2 0.0 -0.599
Cl -1.0532 7.0100 0.5230 0.0 -0.2 0.0 0.685
C 0.0335 4.5088 0.2043 0.1 0.2 0.0 -0.161
C 1.3202 5.0563 -0.0022 -0.1 0.1 0.0 -0.006
C 2.3895 4.2278 -0.1628 0.1 -0.1 0.0 -0.025
C 2.1912 2.8357 -0.1001 0.1 0.1 0.0 -0.099
N 1.0106 2.2949 0.0562 -0.4 0.0 0.0 0.051
C -0.0838 3.1112 0.1709 0.2 -0.1 0.1 -0.146
C -1.3455 2.4501 0.3262 0.0 -0.4 -0.2 -0.386
O -1.4232 1.1536 0.1424 -0.5 0.7 0.3 -0.256
H -3.1783 5.2249 1.0377 0.0 0.0 0.0 0.108
H 1.4424 6.1310 -0.0192 0.0 0.0 0.0 0.096
H 3.3866 4.6171 -0.3131 0.0 0.0 0.0 0.111
H 3.0332 2.1576 -0.1754 0.0 0.0 0.0 0.107
Cl -1.8025 -6.9330 1.5369 0.0 0.1 0.0 0.672
C -1.2174 -5.4039 0.9881 0.0 -0.1 0.0 -0.712
C -2.0185 -4.2694 1.0730 -0.2 0.1 0.1 -0.694
Cl -3.6149 -4.3689 1.7249 0.1 0.0 -0.1 0.692
C -1.5453 -3.0518 0.6111 -0.2 0.0 0.0 -0.568
Cl -2.5180 -1.6212 0.6595 0.0 -0.2 -0.1 0.830
C -0.2723 -2.9185 0.0408 0.1 0.4 -0.3 -0.457
O 0.1235 -1.7843 -0.4848 -0.3 -1.0 0.1 -0.292
C 0.5281 -4.0638 -0.0126 0.2 -0.2 0.0 -0.589
Cl 2.1164 -3.9210 -0.6948 -0.2 0.1 0.1 0.739
C 0.0594 -5.2908 0.4431 0.2 0.0 0.0 -0.697
Cl 1.0594 -6.6900 0.3000 -0.1 0.1 0.0 0.686
C -1.5026 -0.0776 3.7072 -0.1 0.0 0.1 0.027
C -0.0073 -0.1061 3.4170 0.1 0.0 -0.2 -0.412
O 0.2580 -0.2538 2.0808 0.3 0.0 0.7 -0.190
C 0.6286 -1.3053 4.1612 -0.1 0.2 -0.1 -0.561
F 0.1645 -2.4501 3.6515 -0.1 -0.1 -0.1 0.167
F 0.3403 -1.2981 5.4688 0.0 0.0 0.2 0.162
F 1.9645 -1.3424 4.0459 0.2 0.0 0.0 0.155
C 0.6161 1.2323 3.8913 -0.1 -0.3 0.0 -0.555
F 0.4310 1.4409 5.2003 0.0 0.1 0.1 0.166
F 0.0500 2.2530 3.2348 -0.1 0.1 -0.1 0.167
F 1.9338 1.3131 3.6545 0.2 0.0 0.0 0.150
H -1.9372 -1.0378 3.4380 0.0 0.0 0.0 0.079
H -1.9684 0.6927 3.0939 0.0 0.0 0.0 0.086
H -1.7000 0.1219 4.7587 0.0 0.0 0.0 0.101
O 5.7164 -2.8075 -4.9552 0.0 0.1 0.1 -0.029
C 5.0486 -1.5671 -4.8469 0.1 -0.2 -0.1 -0.247
N 4.4831 -1.3310 -3.5441 0.0 0.1 0.2 0.097
C 5.2440 -0.7851 -2.5548 0.1 -0.1 0.0 -0.434
O 6.4029 -0.4527 -2.7300 0.0 0.0 0.0 0.075
C 4.5842 -0.6021 -1.2215 0.0 0.0 -0.1 -0.101
C 5.3744 -0.4438 -0.0904 0.1 0.0 0.0 0.021
C 4.7575 -0.2864 1.1364 0.0 0.0 0.0 -0.012
C 3.3715 -0.2650 1.1892 0.0 -0.1 0.0 -0.093
N 2.6105 -0.3786 0.0994 -0.2 0.4 0.0 0.022
C 3.2114 -0.5490 -1.0803 -0.2 -0.2 0.1 -0.120
H 6.5201 -2.7501 -4.4250 0.0 0.0 0.0 0.088
H 4.2435 -1.5885 -5.5757 0.0 0.0 0.0 0.127
H 5.7209 -0.7401 -5.0617 0.0 0.1 0.0 0.127
H 3.6294 -1.8032 -3.2965 0.0 0.0 0.0 0.129
H 6.4515 -0.4530 -0.1972 0.0 0.0 0.0 0.127
H 5.3294 -0.1804 2.0479 0.0 0.0 0.0 0.116
H 2.8415 -0.1608 2.1256 0.0 0.0 0.0 0.092
H 2.5445 -0.6362 -1.9292 0.0 0.0 0.0 0.045
S 0.2927 0.5770 -2.5332 -0.2 -0.1 0.0 0.206
Sb -1.6801 -0.5205 -2.9134 0.3 0.4 -1.1 1.345
C -1.6750 -2.5982 -2.8249 0.0 -0.3 0.2 -0.347
C -2.8150 -3.3506 -2.5627 0.2 -0.1 0.0 -0.104
C -2.7296 -4.7383 -2.5456 0.1 0.0 0.0 -0.063
C -1.5155 -5.3638 -2.7981 0.0 0.0 0.0 -0.063
C -0.3838 -4.6060 -3.0765 0.0 0.0 0.0 -0.079
C -0.4579 -3.2204 -3.0837 -0.1 -0.2 0.0 -0.140
C -3.4276 0.4414 -2.3292 -0.1 0.2 0.3 -0.366
C -3.4369 1.8042 -2.6191 -0.2 0.0 0.0 -0.142
C -4.5987 2.5355 -2.4259 0.0 0.0 0.0 -0.082
C -5.7366 1.9116 -1.9327 0.0 0.0 0.0 -0.090
C -5.7144 0.5605 -1.6188 0.0 0.0 0.0 -0.077
C -4.5563 -0.1820 -1.8128 -0.1 0.2 -0.1 -0.122
C -1.9003 -0.2766 -5.0205 0.0 0.0 -0.1 -0.327
C -3.0369 0.2663 -5.6164 0.1 -0.1 0.0 -0.108
C -3.1021 0.4094 -7.0004 0.0 0.0 0.1 -0.082
C -2.0387 0.0090 -7.7946 0.0 0.0 0.0 -0.085
C -0.9044 -0.5406 -7.2076 -0.1 0.0 0.0 -0.082
C -0.8356 -0.6789 -5.8295 -0.1 0.0 0.0 -0.133
H -3.7657 -2.8793 -2.3661 0.0 0.0 0.0 0.084
H -3.6117 -5.3275 -2.3276 0.0 0.0 0.0 0.112
H -1.4479 -6.4446 -2.7660 0.0 0.0 0.0 0.113
H 0.5661 -5.0933 -3.2605 0.0 0.0 0.0 0.108
H 0.4371 -2.6300 -3.2459 0.0 0.0 0.0 0.090
H -2.5487 2.2916 -3.0071 0.0 0.0 0.0 0.108
H -4.6101 3.5941 -2.6546 0.0 0.0 0.0 0.112
H -6.6399 2.4872 -1.7749 0.0 0.0 0.0 0.108
H -6.5966 0.0800 -1.2152 0.0 0.0 0.0 0.109
H -4.5524 -1.2298 -1.5545 0.0 0.0 0.0 0.069
H -3.8836 0.5779 -5.0168 0.0 0.0 0.0 0.092
H -3.9878 0.8360 -7.4544 0.0 0.0 0.0 0.104
H -2.0892 0.1264 -8.8699 0.0 0.0 0.0 0.103
H -0.0726 -0.8578 -7.8249 0.0 0.0 0.0 0.104
H 0.0639 -1.0923 -5.3862 0.0 0.0 0.0 0.085
```
Forces are in eV/Å.

The value obtained for the strongest force on any atom is 0.02268 Eh/bohr. The value obtained for the LUMO energy is -0.277 eV. The net charge is 0. The gap between HOMO and LUMO comes out at 7.7 eV. For the HOMO energy, the calculation gives -7.992 eV.